Entry 1:
Density functional theory data (ωB97M-V/def2-TZVPD) for C20H33GaN9O as an isolated structure.

The HOMO-LUMO gap comes out at 5.02 eV. As for the charge: -1.

Each line ends with the Mulliken charge.
Cartesian coordinates (Å):
C  1.518  -0.738  0.486  -0.548
C  2.365  -1.270  -0.577  -0.496
Ga  2.039  -0.616  -2.544  0.226
O  0.314  -1.346  -3.002  -0.658
H  1.363  0.395  0.625  0.219
H  0.973  -1.524  1.127  0.238
H  3.166  -2.057  -0.330  0.262
H  3.210  -1.252  -3.451  -0.245
H  2.027  1.007  -2.608  -0.228
H  0.144  -2.056  -2.343  0.211
C  5.007  -0.074  2.289  -0.770
C  4.471  -1.456  2.504  0.336
N  4.045  -2.547  2.672  -0.387
H  4.709  0.288  1.303  0.264
H  4.612  0.600  3.051  0.257
H  6.097  -0.085  2.351  0.298
C  -2.735  -0.718  -0.900  -0.244
C  -1.991  -1.554  0.097  0.350
N  -1.401  -2.217  0.882  -0.551
H  -3.415  -1.350  -1.472  0.055
H  -3.311  0.052  -0.384  0.144
H  -2.031  -0.238  -1.583  0.240
C  -4.079  -4.821  -0.630  -0.623
C  -4.606  -3.690  -1.460  0.338
N  -5.022  -2.797  -2.116  -0.523
H  -3.735  -4.443  0.335  0.304
H  -4.866  -5.558  -0.464  0.374
H  -3.244  -5.300  -1.142  0.093
C  -4.099  3.285  -1.179  -0.918
C  -2.705  2.895  -0.785  0.211
N  -1.529  2.610  -0.448  -0.355
H  -4.454  2.646  -1.993  0.235
H  -4.768  3.174  -0.323  0.263
H  -4.118  4.328  -1.511  0.335
C  -1.067  -7.429  0.084  -0.812
C  -2.347  -7.919  -0.526  0.411
N  -3.358  -8.303  -1.006  -0.461
H  -1.277  -6.901  1.015  0.269
H  -0.408  -8.273  0.293  0.346
H  -0.564  -6.748  -0.606  0.283
C  4.912  -5.766  2.629  -0.679
C  4.172  -6.996  2.194  0.317
N  3.588  -7.967  1.851  -0.420
H  5.758  -6.046  3.259  0.286
H  5.281  -5.226  1.755  0.251
H  4.247  -5.113  3.195  0.248
C  1.296  4.127  -4.705  -0.590
C  2.696  3.741  -4.335  0.294
N  3.809  3.437  -4.044  -0.396
H  0.938  3.491  -5.516  0.244
H  0.638  4.007  -3.842  0.156
H  1.272  5.169  -5.031  0.293
C  0.114  6.235  0.972  -0.640
C  -0.602  4.987  0.542  0.491
N  -1.181  3.999  0.199  -0.127
H  0.962  5.975  1.607  0.288
H  0.477  6.777  0.097  0.279
H  -0.565  6.877  1.532  -0.089
C  -2.582  8.255  3.841  -0.767
C  -1.239  8.627  3.288  0.420
N  -0.179  8.921  2.851  -0.448
H  -2.669  8.605  4.871  0.301
H  -3.370  8.713  3.241  0.265
H  -2.703  7.171  3.821  0.284



Entry 2:
Density functional theory data (ωB97M-V/def2-TZVPD) for C24H19Cl2N3O4Rh as an isolated structure.

Its relative energy (zero: lowest compared OMol25 entry of this formula, charge and spin) is 0.000 eV. The HOMO-LUMO gap comes out at 7.66 eV. As for the charge: +1.

Each line ends with the Mulliken charge.
Cartesian coordinates (Å):
Rh  -0.665  -0.054  -0.504  -0.172
C  -3.506  -3.621  -1.249  -0.628
O  -2.174  -4.122  -1.020  -0.434
C  -1.228  -3.216  -0.830  0.606
O  -1.485  -2.012  -0.855  -0.389
N  -0.040  -3.809  -0.630  -0.280
N  1.107  -3.065  -0.391  -0.281
H  -4.115  -4.504  -1.409  0.245
H  -3.521  -2.979  -2.126  0.286
H  -3.852  -3.068  -0.379  0.265
H  -0.031  -4.819  -0.618  0.235
H  1.803  -3.255  -1.101  0.269
H  1.479  -3.274  0.527  0.265
Cl  -3.709  6.159  1.561  -0.200
C  -2.735  4.847  0.998  0.154
C  -1.346  5.022  0.896  -0.539
C  -0.547  4.002  0.451  0.441
Cl  1.157  4.230  0.334  -0.181
C  -1.083  2.741  0.084  0.029
O  -0.261  1.841  -0.362  -0.504
C  -2.490  2.587  0.201  0.785
C  -3.167  1.391  -0.170  -0.184
O  -2.677  0.304  -0.529  -0.589
C  -3.298  3.655  0.654  -1.049
H  -0.902  5.968  1.172  0.464
H  -4.261  1.432  -0.139  0.450
H  -4.370  3.518  0.727  0.417
C  -1.280  -0.894  3.596  -0.712
C  0.022  -0.859  4.078  -0.869
C  1.077  -0.619  3.213  -0.444
C  0.826  -0.401  1.861  0.280
C  -0.491  -0.416  1.394  0.812
C  -1.547  -0.672  2.249  -0.513
C  1.844  -0.207  0.828  1.148
C  3.230  -0.086  1.061  -1.127
C  4.071  0.073  0.002  -0.946
C  3.559  0.108  -1.316  1.094
C  4.378  0.270  -2.456  -0.895
C  3.827  0.297  -3.705  -0.644
C  2.432  0.163  -3.866  -0.765
C  1.614  0.008  -2.782  -0.630
C  2.165  -0.019  -1.485  0.114
N  1.353  -0.175  -0.401  1.016
H  -2.099  -1.094  4.275  0.460
H  0.214  -1.026  5.128  0.429
H  2.091  -0.606  3.593  0.436
H  -2.563  -0.703  1.880  0.526
H  3.605  -0.107  2.073  0.500
H  5.138  0.177  0.156  0.446
H  5.447  0.373  -2.319  0.436
H  4.455  0.424  -4.576  0.420
H  2.006  0.188  -4.861  0.440
H  0.542  -0.095  -2.916  0.508



Entry 3:
Density functional theory data (ωB97M-V/def2-TZVPD) for C24H42AsNPtSeSi2 as an isolated structure.

Its relative energy (zero: lowest compared OMol25 entry of this formula, charge and spin) is 1.540 eV. The HOMO-LUMO gap comes out at 6.16 eV. As for the charge: 0.

Each line ends with the Mulliken charge.
Cartesian coordinates (Å):
Pt  -0.842  -0.311  -0.140  2.910
C  1.791  1.534  0.285  -0.844
Si  1.944  -0.017  -0.752  0.491
C  3.789  -0.383  -0.808  -1.289
C  1.438  0.211  -2.534  -1.093
C  0.987  -1.420  0.076  -0.061
C  1.038  -1.339  1.562  -0.470
C  2.006  -1.867  2.420  -0.449
C  1.842  -1.718  3.785  -0.668
C  0.727  -1.045  4.277  -0.853
C  -0.174  -0.528  3.367  -0.449
N  -0.014  -0.669  2.052  -0.535
Si  1.183  -3.132  -0.644  0.082
C  2.931  -3.796  -0.601  -1.210
C  0.603  -3.147  -2.419  -0.936
C  0.180  -4.340  0.362  -0.253
H  2.048  2.420  -0.303  0.385
H  2.480  1.458  1.133  0.350
H  0.795  1.709  0.693  -0.007
H  4.337  0.523  -1.085  0.371
H  4.023  -1.151  -1.547  0.290
H  4.169  -0.718  0.162  0.311
H  1.752  1.207  -2.864  0.405
H  0.364  0.124  -2.706  0.288
H  1.950  -0.525  -3.157  0.363
H  2.867  -2.377  2.008  0.305
H  2.578  -2.124  4.469  0.451
H  0.569  -0.913  5.338  0.458
H  -1.056  0.016  3.689  0.425
H  3.645  -3.176  -1.144  0.297
H  2.930  -4.789  -1.060  0.395
H  3.296  -3.913  0.423  0.310
H  1.357  -2.740  -3.097  0.340
H  -0.298  -2.543  -2.531  0.102
H  0.386  -4.169  -2.744  0.399
H  0.548  -4.396  1.391  0.337
H  0.232  -5.345  -0.068  0.433
H  -0.863  -4.044  0.407  -0.564
C  0.889  6.662  0.743  -1.564
C  0.175  5.397  0.341  0.619
C  -0.457  4.598  1.281  -0.994
C  -1.151  3.445  0.918  0.898
C  -1.831  2.624  1.978  -1.123
C  -1.204  3.080  -0.431  0.624
Se  -2.188  1.526  -0.991  -0.271
C  -0.573  3.870  -1.401  0.588
C  -0.615  3.518  -2.865  -1.575
C  0.108  5.012  -0.992  -0.985
H  1.026  6.712  1.823  0.355
H  0.320  7.545  0.439  0.325
H  1.870  6.731  0.271  0.354
H  -0.413  4.875  2.330  0.260
H  -1.653  3.048  2.968  0.345
H  -1.475  1.590  1.970  -0.343
H  -2.908  2.581  1.802  0.344
H  -0.193  2.528  -3.044  0.221
H  -0.056  4.250  -3.448  0.374
H  -1.640  3.489  -3.238  0.339
H  0.597  5.623  -1.745  0.321
C  -4.337  -0.939  -0.266  -1.339
As  -2.686  -1.956  -0.380  0.463
C  -3.030  -2.848  -2.068  -1.208
C  -3.151  -3.374  0.877  -1.443
H  -5.186  -1.619  -0.345  0.485
H  -4.366  -0.210  -1.072  0.369
H  -4.370  -0.402  0.680  0.341
H  -3.994  -3.354  -2.016  0.469
H  -2.248  -3.570  -2.291  0.311
H  -3.052  -2.091  -2.852  0.351
H  -4.236  -3.393  0.967  0.492
H  -2.706  -3.181  1.852  0.314
H  -2.803  -4.336  0.511  0.466